The following is a DFT calculation (the ωB97M-V functional and the def2-TZVPD basis) of a 2-piece molecular cluster, CH2Cl2FNS overall at a distorted geometry.

Cartesian coordinates (Å):
F1 -2.74 -0.31 0.99
C1 -2.13 0.04 -0.17
Cl1 -3.15 -0.46 -1.58
Cl2 -1.77 1.80 -0.09
H1 -1.34 -0.71 -0.23
N1 2.40 1.64 -0.73
S1 1.98 1.52 0.70
H2 3.16 1.24 -1.16

Charge   0
Lowest unoccupied orbital energy (spin up / spin down)   -1.02 / -1.02 eV
SMILES string   FC(Cl)Cl.N=S
Orbital gap (spin up / spin down)   0.2739 / 0.2737 Eh
Energy relative to the best compared isomer or geometry (same formula, charge and spin)   46.0 kcal per mole

Mulliken atomic charge list, values in e, 5 entries: -0.2003, 0.2254, -0.1445, -0.0975, 0.2158

---

The following is a DFT calculation (the ωB97M-V functional and the def2-TZVPD basis) of one molecule with the formula C24H30FN3O2.

Cartesian coordinates (Å):
C1 -3.85 2.26 -1.85
C2 -2.42 2.64 -2.25
N1 -1.42 2.03 -1.41
C3 -0.98 0.71 -1.78
C4 0.23 0.70 -2.73
C5 0.83 -0.70 -2.83
N2 1.30 -1.21 -1.55
C6 2.40 -0.71 -0.96
O1 3.08 0.18 -1.42
C7 2.82 -1.41 0.35
C8 3.98 -2.37 0.01
C9 3.27 -3.70 -0.23
C10 2.04 -3.60 0.66
O2 1.34 -4.50 1.05
N3 1.83 -2.28 0.93
C11 0.90 -1.85 1.95
C12 -0.46 -1.46 1.42
C13 -1.06 -0.26 1.80
C14 -2.33 0.07 1.36
C15 -3.00 -0.82 0.55
F1 -4.24 -0.52 0.12
C16 -2.43 -2.03 0.16
C17 -1.17 -2.34 0.61
C18 -0.91 2.66 -0.30
C19 -1.56 3.76 0.29
C20 -1.03 4.38 1.40
C21 0.14 3.93 1.98
C22 0.81 2.86 1.42
C23 2.10 2.36 2.01
C24 0.28 2.23 0.30
H1 -4.00 1.19 -1.92
H2 -4.56 2.75 -2.51
H3 -4.06 2.57 -0.83
H4 -2.30 3.72 -2.21
H5 -2.24 2.32 -3.28
H6 -0.72 0.16 -0.87
H7 -1.82 0.19 -2.25
H8 -0.07 1.03 -3.72
H9 0.99 1.38 -2.36
H10 1.69 -0.67 -3.51
H11 0.10 -1.41 -3.22
H12 0.73 -1.88 -1.06
H13 3.13 -0.63 1.05
H14 4.66 -2.45 0.86
H15 4.55 -2.02 -0.86
H16 2.95 -3.81 -1.27
H17 3.86 -4.57 0.04
H18 1.34 -1.01 2.50
H19 0.77 -2.70 2.63
H20 -0.53 0.43 2.43
H21 -2.79 1.00 1.65
H22 -2.99 -2.70 -0.47
H23 -0.73 -3.29 0.35
H24 -2.48 4.13 -0.13
H25 -1.56 5.22 1.83
H26 0.54 4.43 2.85
H27 2.67 3.19 2.43
H28 1.91 1.65 2.81
H29 2.71 1.88 1.25
H30 0.84 1.41 -0.12

Charge   0
Lowest unoccupied orbital energy   0.68 eV
SMILES string   CCN(CCCNC(=O)[C@@H]1CCC(=O)N1Cc1ccc(F)cc1)c1cccc(C)c1
Orbital gap   0.2982 Eh
Energy relative to the best compared isomer or geometry (same formula, charge and spin)   4.0 kcal per mole

Mulliken atomic charge list, values in e, 5 entries: -1.0360, -1.0825, 0.6252, 0.2781, -0.5042

---

The following is a DFT calculation (the ωB97M-V functional and the def2-TZVPD basis) of a 11-piece molecular cluster, C34H56Cl30FN2O6 overall at a distorted geometry.

Cartesian coordinates (Å):
C1 0.35 4.84 -1.15
C2 -1.01 4.72 -1.88
O1 -0.91 4.04 -3.13
C3 -0.74 2.66 -2.96
C4 -0.92 1.90 -4.29
C5 0.03 0.69 -4.28
C6 -0.62 -0.59 -3.71
C7 0.47 -1.62 -3.29
C8 0.16 -2.47 -2.06
F1 1.36 -3.23 -1.89
C9 -1.04 -3.44 -2.19
C10 -0.97 -4.67 -1.21
N1 -1.86 -5.76 -1.59
C11 -2.99 -5.95 -0.67
C12 -1.51 -3.83 -3.61
O2 -0.90 -5.01 -4.08
C13 0.33 -4.82 -4.75
C14 0.19 -4.17 -6.14
C15 -2.06 -2.54 -1.51
O3 -3.33 -2.69 -1.76
N2 -1.54 -1.65 -0.72
C16 -2.37 -0.75 0.06
C17 -3.01 -1.41 1.32
C18 -0.03 -1.67 -0.75
C19 0.46 -0.21 -0.73
C20 1.97 -0.03 -0.97
C21 2.61 0.88 0.10
C22 4.11 0.73 0.05
O4 4.84 1.51 -0.47
O5 4.57 -0.43 0.66
C23 0.57 -2.35 0.51
O6 -0.16 -2.06 1.67
C24 0.53 -1.26 2.63
H1 0.36 4.18 -0.28
H2 0.53 5.87 -0.85
H3 1.15 4.48 -1.80
H4 -1.39 5.71 -2.10
H5 -1.73 4.20 -1.23
H6 0.26 2.44 -2.58
H7 -1.47 2.25 -2.25
H8 -1.94 1.51 -4.36
H9 -0.70 2.51 -5.15
H10 0.29 0.45 -5.32
H11 0.98 0.90 -3.78
H12 -1.23 -1.00 -4.50
H13 -1.28 -0.34 -2.88
H14 1.44 -1.15 -3.18
H15 0.56 -2.29 -4.14
H16 0.07 -4.98 -1.10
H17 -1.27 -4.32 -0.21
H18 -1.31 -6.61 -1.52
H19 -2.70 -6.19 0.36
H20 -3.57 -6.80 -1.03
H21 -3.66 -5.10 -0.67
H22 -1.40 -3.01 -4.32
H23 -2.57 -4.04 -3.53
H24 0.74 -5.82 -4.89
H25 1.07 -4.30 -4.13
H26 0.37 -3.10 -6.12
H27 -0.82 -4.36 -6.50
H28 0.89 -4.65 -6.82
H29 -3.97 -2.88 -1.04
H30 -1.81 0.10 0.41
H31 -3.16 -0.36 -0.58
H32 -2.71 -0.86 2.20
H33 -4.09 -1.46 1.22
H34 -2.60 -2.42 1.41
H35 -0.10 0.44 -1.40
H36 0.25 0.16 0.28
H37 2.48 -0.99 -1.00
H38 2.11 0.47 -1.93
H39 2.23 0.63 1.09
H40 2.34 1.91 -0.13
H41 4.79 -1.06 -0.05
H42 0.55 -3.43 0.36
H43 1.62 -2.09 0.61
H44 1.61 -1.43 2.59
H45 0.20 -1.58 3.61
H46 0.31 -0.18 2.57
C25 -1.52 2.32 4.04
Cl1 -2.27 0.90 4.75
Cl2 -0.93 1.97 2.40
Cl3 -2.63 3.68 4.00
H47 -0.66 2.59 4.64
C26 2.21 3.46 -6.67
Cl4 1.73 1.86 -7.23
Cl5 1.48 3.84 -5.10
Cl6 3.96 3.60 -6.59
H48 1.84 4.19 -7.38
C27 7.49 0.17 2.39
Cl7 7.98 -1.26 3.30
Cl8 7.13 1.52 3.48
Cl9 8.72 0.62 1.22
H49 6.58 -0.06 1.85
C28 -2.50 2.48 -8.98
Cl10 -2.18 2.33 -10.70
Cl11 -3.03 0.93 -8.31
Cl12 -1.08 3.07 -8.12
H50 -3.31 3.19 -8.85
C29 8.44 2.33 7.37
Cl13 9.60 3.56 7.86
Cl14 9.08 0.71 7.66
Cl15 6.90 2.55 8.22
H51 8.25 2.44 6.31
C30 -6.08 1.72 7.05
Cl16 -6.78 3.28 7.46
Cl17 -4.96 1.18 8.31
Cl18 -7.34 0.52 6.77
H52 -5.51 1.83 6.14
C31 8.61 7.55 9.61
Cl19 7.80 6.06 9.13
Cl20 10.36 7.32 9.65
Cl21 8.18 8.88 8.52
H53 8.28 7.82 10.60
C32 -6.81 -1.27 -1.59
Cl22 -6.03 -2.53 -0.58
Cl23 -7.30 0.06 -0.56
Cl24 -5.74 -0.72 -2.87
H54 -7.68 -1.72 -2.04
C33 3.84 0.38 9.32
Cl25 3.52 -0.77 8.02
Cl26 2.33 0.97 10.03
Cl27 4.88 -0.33 10.55
H55 4.36 1.23 8.89
C34 -9.57 -0.98 2.62
Cl28 -8.22 0.05 3.07
Cl29 -8.99 -2.53 1.99
Cl30 -10.66 -1.22 3.98
H56 -10.12 -0.49 1.83

Charge   +1
Lowest unoccupied orbital energy   -2.61 eV
Orbital gap   0.3365 Eh

Mulliken atomic charge list, values in e, 5 entries: -0.8184, -0.2238, -0.4723, -0.2646, -1.0565

---

The following is a DFT calculation (the ωB97M-V functional and the def2-TZVPD basis) of C23H36N7O6SeTi as an isolated structure at a distorted geometry.

Cartesian coordinates (Å):
Ti1 -0.75 -0.55 -0.36
N1 -0.45 -2.41 1.75
C1 -0.11 -1.46 2.79
C2 -0.19 -1.97 4.25
C3 1.13 -1.83 5.03
C4 1.39 -0.43 5.61
N2 1.30 0.70 4.68
C5 2.04 0.76 3.59
N3 3.21 0.13 3.48
N4 1.65 1.56 2.59
C6 -0.95 -0.17 2.55
O1 -1.20 0.58 3.50
O2 -1.26 0.07 1.34
H1 -1.30 -2.92 1.96
H2 0.31 -3.06 1.58
H3 0.92 -1.17 2.56
H4 -0.46 -3.02 4.21
H5 -0.98 -1.44 4.78
H6 1.96 -2.13 4.38
H7 1.12 -2.50 5.89
H8 2.36 -0.41 6.10
H9 0.64 -0.22 6.38
H10 0.32 0.99 4.51
H11 3.43 -0.44 4.29
H12 3.26 -0.43 2.59
H13 0.65 1.68 2.46
H14 2.14 1.42 1.72
C7 -2.55 -4.27 -1.83
C8 -1.71 -3.06 -1.52
N5 -1.97 -2.19 -0.52
O3 -3.13 -2.47 0.23
C9 -0.58 -2.72 -2.26
C10 0.04 -3.59 -3.32
N6 -0.12 -1.50 -1.91
O4 1.16 -1.04 -2.29
H15 -3.46 -4.24 -1.23
H16 -2.02 -5.19 -1.60
H17 -2.82 -4.29 -2.89
H18 -3.45 -1.59 0.44
H19 0.27 -4.58 -2.93
H20 0.96 -3.12 -3.67
H21 -0.64 -3.71 -4.18
O5 0.43 0.78 -1.05
C11 1.45 -0.10 -1.17
C12 2.86 0.43 -1.43
C13 3.72 -0.46 -0.54
C14 2.71 -1.08 0.44
O6 3.09 -1.62 1.52
N7 1.48 -0.89 0.04
H22 2.89 1.48 -1.13
H23 3.09 0.36 -2.50
H24 4.51 0.06 0.00
H25 4.19 -1.28 -1.10
C15 -0.44 5.77 -3.92
C16 -0.96 4.48 -3.33
C17 -0.96 3.30 -4.05
C18 -1.48 2.11 -3.53
C19 -1.40 0.85 -4.34
C20 -2.01 2.11 -2.24
Se1 -2.77 0.47 -1.55
C21 -1.97 3.28 -1.47
C22 -2.44 3.30 -0.04
C23 -1.45 4.45 -2.03
H26 0.05 5.59 -4.88
H27 0.29 6.24 -3.25
H28 -1.25 6.48 -4.08
H29 -0.55 3.30 -5.06
H30 -0.95 1.04 -5.32
H31 -2.40 0.42 -4.48
H32 -0.81 0.10 -3.81
H33 -1.80 2.66 0.56
H34 -3.45 2.90 0.05
H35 -2.41 4.32 0.37
H36 -1.43 5.36 -1.43

Charge   -1
Lowest unoccupied orbital energy (spin up / spin down)   2.32 / 2.32 eV
Orbital gap (spin up / spin down)   0.1778 / 0.1900 Eh
Energy relative to the best compared isomer or geometry (same formula, charge and spin)   42.4 kcal per mole

Mulliken atomic charge list, values in e, 5 entries: -1.4666, -0.2677, 2.0664, -1.1763, -0.4354

---

The following is a DFT calculation (the ωB97M-V functional and the def2-TZVPD basis) of one molecule with the formula C24H30N2O6 at a distorted geometry.

Cartesian coordinates (Å):
C1 5.12 2.45 -0.25
C2 4.78 1.09 0.35
N1 3.38 0.75 0.23
C3 3.16 -0.68 0.32
C4 3.34 -1.36 -1.03
C5 2.51 1.57 1.06
C6 1.79 2.64 0.22
C7 0.96 2.04 -0.92
N2 -0.44 1.92 -0.60
C8 -1.40 2.61 -1.24
O1 -1.30 3.45 -2.11
C9 -2.70 2.16 -0.67
O2 -3.81 2.76 -1.11
C10 -2.48 1.23 0.27
C11 -3.40 0.49 1.14
O3 -3.07 0.06 2.23
C12 -4.76 0.29 0.62
C13 -5.90 -0.09 1.30
C14 -6.92 -0.16 0.33
C15 -6.33 0.16 -0.86
O4 -5.03 0.43 -0.69
C16 -0.98 1.02 0.39
C17 -0.63 -0.43 0.14
C18 -0.74 -0.96 -1.13
C19 -0.48 -2.31 -1.37
O5 -0.60 -2.72 -2.67
C20 -0.34 -4.06 -2.97
C21 -0.14 -3.13 -0.30
C22 -0.04 -2.60 0.97
C23 -0.26 -1.25 1.21
O6 -0.10 -0.64 2.42
C24 0.01 -1.45 3.57
H1 4.72 3.26 0.35
H2 6.20 2.57 -0.29
H3 4.72 2.52 -1.26
H4 5.35 0.33 -0.20
H5 5.12 1.06 1.40
H6 2.13 -0.86 0.65
H7 3.83 -1.15 1.06
H8 4.35 -1.23 -1.41
H9 2.64 -0.94 -1.76
H10 3.13 -2.43 -0.94
H11 3.08 2.07 1.86
H12 1.75 0.95 1.54
H13 1.15 3.24 0.87
H14 2.53 3.31 -0.21
H15 1.00 2.69 -1.80
H16 1.37 1.06 -1.17
H17 -3.53 3.41 -1.78
H18 -5.97 -0.28 2.35
H19 -7.94 -0.42 0.49
H20 -6.72 0.23 -1.85
H21 -0.64 1.28 1.40
H22 -1.03 -0.34 -1.96
H23 -1.04 -4.73 -2.46
H24 0.69 -4.34 -2.72
H25 -0.48 -4.16 -4.05
H26 0.05 -4.18 -0.44
H27 0.24 -3.26 1.78
H28 0.95 -2.01 3.58
H29 -0.01 -0.76 4.41
H30 -0.83 -2.14 3.65

Charge   0
Lowest unoccupied orbital energy   -0.02 eV
SMILES string   CCN(CC)CCCN1C(=O)C(O)=C(C(=O)c2ccco2)[C@H]1c1cc(OC)ccc1OC
Orbital gap   0.2958 Eh
Energy relative to the best compared isomer or geometry (same formula, charge and spin)   79.1 kcal per mole

Mulliken atomic charge list, values in e, 5 entries: -1.3850, -0.6066, 0.7360, 0.4032, -1.3166

---

The following is a DFT calculation (the ωB97M-V functional and the def2-TZVPD basis) of a 4-piece molecular cluster, C3H17N2O3 overall at a distorted geometry.

Cartesian coordinates (Å):
N1 0.44 0.00 0.69
C1 -0.25 0.40 -0.53
C2 0.02 1.80 -1.04
C3 -1.92 0.41 0.02
N2 -2.06 -0.61 0.96
H1 -0.07 -0.74 1.22
H2 0.70 0.84 1.37
H3 1.34 -0.53 0.47
H4 -0.19 -0.52 -1.20
H5 -0.34 2.63 -0.44
H6 -0.61 1.94 -1.96
H7 1.01 1.89 -1.44
H8 -2.01 1.49 0.36
H9 -2.57 0.29 -0.85
H10 -2.40 -0.41 1.83
H11 -2.62 -1.41 0.52
H12 3.16 -1.57 -0.04
H13 1.94 -2.44 -0.64
O1 2.22 -1.63 -0.19
H14 -0.38 -3.21 -0.99
H15 0.23 -3.98 -2.14
O2 0.45 -3.33 -1.48
H16 1.18 3.26 2.52
H17 1.67 2.87 1.14
O3 1.07 2.56 1.85

Charge   +1
Lowest unoccupied orbital energy   -2.59 eV
Orbital gap   0.3845 Eh
Energy relative to the best compared isomer or geometry (same formula, charge and spin)   37.2 kcal per mole

Mulliken atomic charge list, values in e, 5 entries: -0.1569, 0.3258, -1.6147, -0.6763, -0.4917

---

The following is a DFT calculation (the ωB97M-V functional and the def2-TZVPD basis) of CH4N2O2S as an isolated structure at a distorted geometry.

Cartesian coordinates (Å):
C1 -0.18 0.09 0.69
N1 1.85 0.26 -0.50
N2 -0.70 1.09 -0.06
O1 2.99 -0.03 -0.43
O2 1.13 -0.12 0.70
S1 -0.91 -2.08 -0.03
H1 -0.63 -0.09 1.66
H2 -0.24 1.28 -0.93
H3 -1.70 1.22 -0.03
H4 -1.61 -1.61 -1.07

Charge   0
Lowest unoccupied orbital energy (spin up / spin down)   0.27 / -3.28 eV
Spin multiplicity   3
Orbital gap (spin up / spin down)   0.2240 / 0.2051 Eh
<S²>   2.01
Energy relative to the best compared isomer or geometry (same formula, charge and spin)   44.8 kcal per mole

Mulliken atomic charge list, values in e, 5 entries: -0.0936, -0.0749, -0.3292, -0.4515, -0.1271

---

The following is a DFT calculation (the ωB97M-V functional and the def2-TZVPD basis) of a 6-piece molecular cluster, C33H52N3O12 overall at a distorted geometry.

Cartesian coordinates (Å):
C1 0.69 -3.25 5.73
C2 1.01 -4.09 4.51
N1 2.16 -4.61 4.44
C3 -0.09 -4.27 3.47
C4 0.15 -3.59 2.09
N2 0.36 -4.66 1.04
C5 1.30 -5.42 1.15
O1 2.20 -6.14 1.21
C6 1.33 -2.62 2.11
C7 1.36 -1.58 0.99
C8 2.51 -0.62 1.32
C9 1.66 -2.20 -0.37
N3 0.09 -0.76 0.96
O2 -0.25 -0.45 -0.24
C10 -1.05 -1.31 1.78
C11 -2.35 -0.72 1.22
C12 -0.96 -0.84 3.25
C13 -1.12 -2.82 1.64
H1 1.06 -2.23 5.61
H2 1.16 -3.70 6.60
H3 -0.38 -3.20 5.90
H4 2.26 -5.17 3.59
H5 -1.02 -3.89 3.89
H6 -0.24 -5.34 3.35
H7 2.29 -3.13 2.07
H8 1.33 -2.08 3.05
H9 3.45 -1.15 1.44
H10 2.29 -0.10 2.26
H11 2.60 0.14 0.55
H12 2.55 -2.84 -0.25
H13 1.93 -1.45 -1.10
H14 0.86 -2.83 -0.74
H15 -3.14 -0.84 1.96
H16 -2.25 0.34 1.04
H17 -2.68 -1.25 0.33
H18 -0.21 -1.37 3.82
H19 -1.91 -1.04 3.73
H20 -0.79 0.23 3.26
H21 -2.00 -3.19 2.18
H22 -1.30 -3.04 0.59
O3 -2.37 2.08 3.40
C14 -1.56 2.86 2.98
O4 -0.27 2.85 3.38
C15 0.45 3.95 2.78
C16 -0.36 4.32 1.55
C17 -1.78 3.98 1.98
H23 0.50 4.76 3.51
H24 1.46 3.62 2.55
H25 -0.21 5.36 1.24
H26 -0.07 3.68 0.71
H27 -2.27 4.81 2.50
H28 -2.42 3.64 1.17
O5 2.46 -2.93 -4.95
C18 2.12 -3.90 -4.33
O6 2.21 -3.96 -2.98
C19 1.83 -5.26 -2.51
C20 0.96 -5.84 -3.62
C21 1.57 -5.21 -4.86
H29 2.73 -5.84 -2.34
H30 1.30 -5.14 -1.57
H31 0.95 -6.93 -3.62
H32 -0.07 -5.50 -3.50
H33 2.40 -5.79 -5.26
H34 0.85 -5.02 -5.65
O7 2.51 3.04 -6.81
C22 2.74 1.88 -6.97
O8 1.77 0.95 -7.09
C23 2.34 -0.37 -7.17
C24 3.76 -0.16 -7.67
C25 4.10 1.20 -7.06
H35 2.31 -0.83 -6.19
H36 1.73 -0.97 -7.85
H37 4.44 -0.96 -7.37
H38 3.77 -0.09 -8.76
H39 4.50 1.11 -6.05
H40 4.78 1.79 -7.67
O9 1.41 7.03 3.38
C26 0.31 7.47 3.51
O10 -0.62 6.92 4.34
C27 -1.88 7.60 4.20
C28 -1.53 8.97 3.64
C29 -0.30 8.66 2.79
H41 -2.51 7.02 3.53
H42 -2.35 7.64 5.18
H43 -2.35 9.43 3.09
H44 -1.26 9.65 4.45
H45 -0.56 8.35 1.78
H46 0.42 9.48 2.75
O11 -6.58 0.11 -0.98
C30 -5.54 0.38 -1.51
O12 -4.39 0.56 -0.80
C31 -3.32 0.96 -1.68
C32 -3.74 0.47 -3.06
C33 -5.26 0.57 -2.99
H47 -3.23 2.05 -1.64
H48 -2.40 0.51 -1.33
H49 -3.29 1.05 -3.87
H50 -3.44 -0.57 -3.19
H51 -5.62 1.56 -3.27
H52 -5.78 -0.18 -3.57

Charge   0
Lowest unoccupied orbital energy (spin up / spin down)   0.45 / 0.33 eV
Spin multiplicity   2
Orbital gap (spin up / spin down)   0.3269 / 0.3584 Eh
<S²>   0.75

Mulliken atomic charge list, values in e, 5 entries: -1.3961, 1.1209, -0.8114, -1.5300, 3.8735

---

The following is a DFT calculation (the ωB97M-V functional and the def2-TZVPD basis) of one molecule with the formula C7H14N2O4 at a distorted geometry.

Cartesian coordinates (Å):
C1 3.31 -1.11 -0.77
C2 2.66 0.20 -0.15
N1 3.52 0.62 1.08
C3 1.16 0.13 0.14
O1 0.80 0.37 1.27
N2 0.29 -0.34 -0.81
C4 -1.13 -0.06 -0.44
C5 -1.46 1.29 -0.27
O2 -2.57 1.70 0.02
O3 -0.65 2.20 -0.80
C6 -1.63 -1.22 0.38
C7 -3.08 -0.98 0.94
O4 -1.58 -2.29 -0.50
H1 3.26 -1.98 -0.13
H2 4.36 -0.99 -0.96
H3 2.87 -1.51 -1.71
H4 2.76 1.02 -0.85
H5 4.20 -0.19 1.19
H6 2.97 0.63 1.93
H7 0.66 -0.30 -1.74
H8 -1.68 -0.15 -1.42
H9 -1.06 3.07 -0.81
H10 -0.99 -1.35 1.27
H11 -3.12 -0.21 1.61
H12 -3.82 -0.94 0.22
H13 -3.36 -1.88 1.56
H14 -0.75 -2.36 -1.05

Charge   0
Lowest unoccupied orbital energy   0.35 eV
SMILES string   C[C@H](N)C(=O)N[C@H](C(=O)O)[C@@H](C)O
Orbital gap   0.3697 Eh
Energy relative to the best compared isomer or geometry (same formula, charge and spin)   31.0 kcal per mole

Mulliken atomic charge list, values in e, 5 entries: -1.4814, 0.2142, -0.6853, 0.3298, -0.6414

---

no.,DFT total energy (a.u.)
1,-1512.3976
2,-1347.2182
3,-15795.3455
4,-4983.8118
5,-1493.4512
6,-459.4859
7,-698.4499
8,-2355.7831
9,-685.5795